(1)
Density functional theory data (ωB97M-V/def2-TZVPD) for C31H33Cl3N4O5PRuSTe as an isolated structure.

```
80
C31H33Cl3N4O5PRuSTe ωB97M-V/def2-TZVPD
Ru 1.09625 0.34239 -0.15754
Cl 3.47002 4.39920 5.56275
C 3.27735 3.37594 4.17052
C 2.06888 3.36119 3.49568
C 1.94834 2.53926 2.39415
Cl 0.44673 2.49853 1.50779
C 2.97481 1.71144 1.90309
O 2.86037 0.95894 0.85881
C 4.17592 1.77911 2.64451
Cl 5.50881 0.79615 2.11742
C 4.33676 2.58720 3.75073
H 1.24244 3.97613 3.81830
H 5.27832 2.60108 4.27890
C -2.36477 1.13856 2.49287
N -2.61065 1.49724 1.10942
C -3.11487 2.83600 0.87778
C -2.17558 0.68790 0.09182
O -1.18691 -0.05786 0.23050
N -2.86182 0.73866 -1.07586
C -2.35032 -0.00411 -2.21175
C -4.28959 0.99975 -1.13799
H -3.31736 0.98645 3.00999
H -1.81370 1.92585 3.00825
H -1.77800 0.22563 2.53796
H -2.50013 3.54561 1.43828
H -4.15403 2.95140 1.20097
H -3.03989 3.08304 -0.17931
H -1.26467 -0.01816 -2.18913
H -2.68139 0.48938 -3.12633
H -2.74481 -1.02385 -2.20249
H -4.69688 1.18164 -0.14979
H -4.79263 0.12381 -1.55662
H -4.50927 1.85762 -1.77753
S 3.07568 -3.11843 2.70489
C 2.69887 -1.76214 1.71482
N 1.44889 -1.54546 1.47344
C 0.65882 -2.50614 2.09855
C -0.73392 -2.59777 2.02344
C -1.36155 -3.63307 2.67919
C -0.63034 -4.58461 3.40250
C 0.74309 -4.51297 3.48004
C 1.38295 -3.46190 2.82179
H 3.47368 -1.11492 1.32790
H -1.27555 -1.87803 1.43432
H -2.43812 -3.72519 2.62479
H -1.15172 -5.38876 3.90459
H 1.30909 -5.24634 4.03698
C 4.39219 3.29130 -0.89401
C 3.33868 3.60882 -1.92869
O 2.08050 3.04598 -1.53757
P 1.17825 2.19727 -2.57286
O 0.01660 1.69655 -1.72586
Te 2.87230 -0.33346 -2.23761
O 0.73028 3.42169 -3.56214
C -0.16085 3.07371 -4.63438
C -1.60291 3.27522 -4.22404
H 4.50827 2.21654 -0.75486
H 4.12094 3.71653 0.07291
H 5.35169 3.71132 -1.19872
H 3.61671 3.23914 -2.92085
H 3.18678 4.68784 -2.01385
H 0.02614 2.03693 -4.93814
H 0.11211 3.71803 -5.47234
H -1.85333 2.62405 -3.38733
H -2.26906 3.05536 -5.05991
H -1.76886 4.30720 -3.91610
N -3.33798 -7.94829 -1.00792
C -2.69076 -7.00599 -1.12349
C -1.88412 -5.82873 -1.26971
C -2.19742 -4.89528 -2.25812
C -1.42945 -3.75493 -2.38464
C -0.34942 -3.52894 -1.52217
C -0.02926 -4.48826 -0.55555
C -0.79285 -5.63063 -0.42645
C 0.43970 -2.35249 -1.64387
C 1.17283 -1.37431 -1.70923
H -3.03349 -5.07078 -2.92054
H -1.64901 -3.03444 -3.15914
H 0.81823 -4.32766 0.09425
H -0.55098 -6.36467 0.32949
```

Its molecular weight is 939.70 g/mol. The maximum force comes out at 0.567 eV/A. The calculation puts the energy above the lowest of the compared OMol25 structures with the same formula, charge and spin at 0.038 eV. Its LUMO energy (alpha / beta) is -0.372 / -1.130 eV. The calculation puts the frontier orbital gap (alpha / beta) at 6.4993 / 6.6283 eV. As for the HOMO energy (alpha / beta): -6.871 / -7.759 eV. For the calculated total energy, the calculation gives -116446.36452 eV. Its spin multiplicity is 6.

***

(2)
Density functional theory data (ωB97M-V/def2-TZVPD) for C19H25N6STe4Ti as an isolated structure at a distorted geometry.

```
56
C19H25N6STe4Ti ωB97M-V/def2-TZVPD
Ti -0.32888 0.95559 -1.80960
N 3.54924 -0.34465 -3.76184
C 2.32148 -0.14972 -3.15659
S 1.55398 1.41016 -3.32183
N 1.77375 -1.12124 -2.51295
N 0.55914 -0.70816 -2.01589
C -0.40033 -1.61706 -1.65342
C -0.02959 -2.92347 -1.07634
C -0.70855 -4.09110 -1.41936
C -0.33023 -5.31387 -0.88416
C 0.73892 -5.39111 -0.00342
C 1.43049 -4.23461 0.33565
C 1.05133 -3.01406 -0.19723
C -1.71326 -1.17086 -1.80762
C -2.85839 -1.78978 -1.18362
C -4.10113 -1.34854 -1.47234
C -4.28566 -0.24561 -2.36517
C -3.19260 0.40576 -2.81828
N -1.90816 0.01794 -2.53359
H 4.09874 0.49002 -3.87968
H 4.05904 -1.13536 -3.39951
H -1.52737 -4.03890 -2.12617
H -0.86575 -6.21207 -1.16615
H 1.03742 -6.34645 0.40968
H 2.27071 -4.28596 1.01725
H 1.59408 -2.11189 0.05508
H -2.70094 -2.61081 -0.49851
H -4.96157 -1.81841 -1.01217
H -5.27027 0.11701 -2.61983
H -3.27908 1.30180 -3.41921
Te -0.26281 3.69053 -1.80175
Te 1.25892 5.35041 -0.39363
Te -3.16019 5.42215 0.71673
Te -2.71108 3.13669 -0.53737
C 1.87081 3.15352 3.62764
C 2.02843 1.70895 3.16862
N 0.89371 1.22626 2.38512
C -0.33667 0.94708 3.12575
C -1.37426 2.06379 3.07713
C 0.90477 1.21403 1.03688
C 2.14953 1.65076 0.32947
N -0.13303 0.87947 0.32352
H 2.77504 3.47870 4.14511
H 1.03201 3.26293 4.31471
H 1.70098 3.81428 2.77473
H 2.14126 1.04245 4.02791
H 2.93400 1.61090 2.57965
H -0.03749 0.75814 4.15790
H -0.75869 0.00491 2.75998
H -1.02106 2.95854 3.58620
H -2.29197 1.73194 3.56616
H -1.62825 2.35257 2.05760
H 2.32674 2.71738 0.49561
H 2.04491 1.50167 -0.74253
H 3.01672 1.08204 0.66585
H -0.93891 0.56535 0.84985
```

Its molecular weight is 927.79 g/mol. The maximum force comes out at 1.226 eV/A. The calculation puts the energy above the lowest of the compared OMol25 structures with the same formula, charge and spin at 0.773 eV. Its LUMO energy (alpha / beta) is 2.022 / 2.020 eV. The calculation puts the frontier orbital gap (alpha / beta) at 5.2544 / 5.2528 eV. As for the HOMO energy (alpha / beta): -3.233 / -3.233 eV. For the calculated total energy, the calculation gives -92176.84619 eV. Its net charge is -1. Its spin multiplicity is 1.

***

(3)
Density functional theory data (ωB97M-V/def2-TZVPD) for one molecule with the formula C4H8O at a distorted geometry.

```
13
C4H8O ωB97M-V/def2-TZVPD
C 0.90631 -0.84071 1.09298
C 0.46597 -0.36354 -0.27348
C -1.03447 -0.05260 -0.48149
C -0.71208 1.37351 -0.83481
O -0.46348 1.76110 -1.95104
H 0.61718 -1.86419 1.33924
H 0.48652 -0.17164 1.85401
H 1.99562 -0.75339 1.14073
H 0.96109 0.64069 -0.36436
H 0.85035 -0.92594 -1.12741
H -1.52508 -0.53403 -1.32929
H -1.64089 -0.16045 0.42826
H -0.58216 1.99059 0.07874
```

Its molecular weight is 72.11 g/mol. The maximum force comes out at 1.136 eV/A. The calculation puts the energy above the lowest of the compared OMol25 structures with the same formula, charge and spin at 1.005 eV. Its LUMO energy is 1.077 eV. The calculation puts the frontier orbital gap at 10.6712 eV. As for the HOMO energy: -9.594 eV. For the calculated total energy, the calculation gives -6324.16327 eV. Its spin multiplicity is 1.

***

(4)
Density functional theory data (ωB97M-V/def2-TZVPD) for one molecule with the formula CHI3S at a distorted geometry.

```
6
CHI3S ωB97M-V/def2-TZVPD
C -1.00807 0.29276 -0.24716
S 0.42908 -0.56392 -0.60935
I 1.91315 -2.43130 0.63339
I -1.30386 1.71552 1.31365
I 1.94688 1.26180 -0.56064
H -1.97718 -0.27486 -0.52989
```

Its molecular weight is 425.80 g/mol. The maximum force comes out at 2.120 eV/A. The calculation puts the energy above the lowest of the compared OMol25 structures with the same formula, charge and spin at 1.442 eV. Its LUMO energy (alpha / beta) is -2.018 / -2.121 eV. The calculation puts the frontier orbital gap (alpha / beta) at 6.6192 / 6.4378 eV. As for the HOMO energy (alpha / beta): -8.637 / -8.559 eV. For the calculated total energy, the calculation gives -36188.38776 eV. Its spin multiplicity is 1.

***

(5)
Density functional theory data (ωB97M-V/def2-TZVPD) for C49H52As2Br2MnN4O6S4 as an isolated structure.

```
120
C49H52As2Br2MnN4O6S4 ωB97M-V/def2-TZVPD
Mn -1.71073 0.36153 0.11338
Br -2.70689 1.62931 -4.77674
C -3.87240 0.10034 -4.68536
Br -3.21320 -1.38169 -3.63676
H -4.01867 -0.26289 -5.69564
H -4.78304 0.44244 -4.20960
N -0.32091 -0.21806 1.22167
S 0.97812 0.08624 1.82263
N 2.09205 0.91467 0.99965
S 2.84859 0.16022 -0.16463
N 2.01244 -0.62284 -1.22061
S 0.72014 -0.05872 -2.03816
N -0.62890 -0.16439 -1.47697
C 0.91507 -1.06539 -3.49240
C 1.76063 -2.16048 -3.54093
C 1.81014 -2.92047 -4.69949
C 1.03411 -2.57737 -5.79691
C 0.19227 -1.47688 -5.73577
C 0.12606 -0.72096 -4.57738
C 1.11103 1.59006 -2.59948
C 1.91962 1.83903 -3.69678
C 2.18470 3.15163 -4.05140
C 1.64917 4.19458 -3.31062
C 0.83726 3.92978 -2.21751
C 0.55711 2.62199 -1.85598
C 3.94917 -0.95245 0.45551
C 4.73766 -0.54080 1.57555
C 5.78489 -1.32207 1.98826
C 6.11741 -2.51085 1.32525
C 5.37553 -2.88411 0.19940
C 4.31752 -2.13314 -0.25037
C 3.72518 1.49635 -0.91868
C 3.82941 2.75290 -0.33601
C 4.74349 3.65917 -0.85507
C 5.54834 3.31777 -1.92937
C 5.44757 2.04872 -2.49328
C 4.54488 1.13535 -1.99256
C 0.92459 1.10811 3.28609
C 2.01672 1.84857 3.71853
C 1.92282 2.54748 4.90967
C 0.75132 2.49987 5.65517
C -0.33260 1.76350 5.20854
C -0.25717 1.06548 4.01006
C 1.69254 -1.44199 2.40147
C 1.46020 -2.55157 1.59680
C 1.98511 -3.77372 1.96981
C 2.71762 -3.88846 3.14764
C 2.92323 -2.78016 3.95016
C 2.41254 -1.54141 3.58097
H 2.35843 -2.42373 -2.68155
H 2.46372 -3.78034 -4.74217
H 1.08364 -3.16995 -6.70015
H -0.42127 -1.20627 -6.58398
H -0.53210 0.13219 -4.51754
H 2.34198 1.02485 -4.26897
H 2.81589 3.35804 -4.90480
H 1.86307 5.21695 -3.59014
H 0.40954 4.73785 -1.64123
H -0.09075 2.43059 -1.01019
H 4.50919 0.37944 2.09241
H 6.36019 -1.01009 2.85013
H 6.94352 -3.11617 1.66521
H 5.62696 -3.79498 -0.32855
H 3.74448 -2.45356 -1.10514
H 3.18767 3.01811 0.48918
H 4.81728 4.64483 -0.41580
H 6.25668 4.03131 -2.32562
H 6.07782 1.77255 -3.32820
H 4.47625 0.14201 -2.41546
H 2.91648 1.88238 3.12358
H 2.76421 3.13050 5.25735
H 0.68399 3.04563 6.58576
H -1.24172 1.73855 5.79583
H -1.09628 0.49979 3.62659
H 0.89450 -2.43589 0.68282
H 1.82507 -4.63831 1.34076
H 3.12731 -4.84612 3.43681
H 3.48737 -2.87011 4.86760
H 2.57853 -0.68155 4.21276
O -2.57567 3.18901 3.27021
As -2.74835 2.39204 1.70932
O -3.07036 0.77269 1.94765
O -1.32119 2.42349 0.84912
C -4.19538 3.42399 0.97884
C -4.57639 4.58162 1.64803
C -5.64654 5.33431 1.19246
C -6.35157 4.92728 0.07300
C -5.98349 3.76986 -0.59417
C -4.90393 3.02081 -0.14594
S -4.62886 1.49236 -1.02562
O -5.43911 0.51126 -0.35978
O -4.93143 1.76434 -2.40452
O -3.15902 1.24866 -0.85571
H -2.56253 2.49786 3.94256
H -4.03096 4.89095 2.52841
H -5.92979 6.23627 1.71657
H -7.19089 5.50915 -0.28257
H -6.51934 3.44313 -1.47291
C -1.93748 -2.50844 3.18814
C -3.21321 -2.50932 2.36134
As -2.93685 -2.05491 0.48209
C -1.80498 -3.54694 -0.11264
C -2.42123 -4.93848 -0.05412
C -4.66655 -2.53459 -0.32613
C -5.60261 -3.40677 0.50230
H -2.16322 -2.70151 4.23881
H -1.42685 -1.55214 3.11556
H -1.23519 -3.27679 2.85771
H -3.92131 -1.76764 2.73677
H -3.69499 -3.48970 2.40112
H -0.90596 -3.50710 0.50951
H -1.48493 -3.29926 -1.12878
H -2.73984 -5.19853 0.95644
H -1.69701 -5.69363 -0.36790
H -3.28718 -5.02865 -0.70862
H -4.42018 -3.01343 -1.27849
H -5.15346 -1.59368 -0.56857
H -5.18553 -4.38638 0.73507
H -6.53257 -3.56828 -0.04664
H -5.86743 -2.92560 1.44307
```

Its molecular weight is 1285.84 g/mol. The maximum force comes out at 0.599 eV/A. The calculation puts the energy above the lowest of the compared OMol25 structures with the same formula, charge and spin at 0.399 eV. Its LUMO energy (alpha / beta) is -0.911 / 0.123 eV. The calculation puts the frontier orbital gap (alpha / beta) at 3.7597 / 8.6206 eV. As for the HOMO energy (alpha / beta): -4.671 / -8.498 eV. For the calculated total energy, the calculation gives -406318.93417 eV. Its spin multiplicity is 6.

***

(6)
Density functional theory data (ωB97M-V/def2-TZVPD) for a 2-piece molecular cluster, C33H36N4O3 overall at a distorted geometry.

```
76
C33H36N4O3 ωB97M-V/def2-TZVPD
C -6.89068 -2.93051 1.44482
N -6.47063 -1.74301 0.71687
C -7.51548 -0.91699 0.13549
C -5.15274 -1.46486 0.49441
C -4.75136 -0.33520 -0.26295
C -3.41835 -0.00951 -0.41404
C -2.37262 -0.79360 0.14535
C -1.00923 -0.46517 -0.05394
C 0.03245 -1.13166 0.53547
C 1.41951 -0.79812 0.57778
C 2.39066 -1.87220 0.69219
C 2.03854 -3.22385 0.40830
C 2.97982 -4.24482 0.44890
C 4.34855 -3.96852 0.72844
N 5.30017 -4.94005 0.65541
C 6.71540 -4.63459 0.67615
C 4.99824 -6.35419 0.58733
C 4.69814 -2.63440 1.06467
C 3.73387 -1.63488 1.08726
C 1.76711 0.60589 0.57354
C 0.86714 1.57911 1.07158
C 1.20633 2.90980 1.12466
C 2.46683 3.34652 0.63701
N 2.82709 4.66374 0.67870
C 4.21165 5.06669 0.56499
C 1.87342 5.75047 0.67561
C 3.35624 2.38124 0.09944
C 2.99521 1.04975 0.03323
C -2.79436 -1.94449 0.86917
C -4.11829 -2.27056 1.03372
H -6.42373 -2.97509 2.44023
H -7.97992 -2.90362 1.56433
H -6.61960 -3.85583 0.91069
H -7.33372 0.14776 0.32989
H -7.58623 -1.04253 -0.95616
H -8.47640 -1.19855 0.57678
H -5.50638 0.30097 -0.72484
H -3.12451 0.88228 -0.97126
H -0.68469 0.02270 -0.98333
H -0.28382 -2.07825 0.94616
H 1.01943 -3.48232 0.12633
H 2.67102 -5.26294 0.22286
H 6.91961 -3.66500 0.20811
H 7.11480 -4.61063 1.70195
H 7.24625 -5.41748 0.12277
H 3.94544 -6.56128 0.78604
H 5.25813 -6.75602 -0.40239
H 5.60087 -6.88643 1.33491
H 5.72786 -2.38544 1.31024
H 4.03903 -0.64872 1.40444
H -0.11248 1.28083 1.44264
H 0.50555 3.62100 1.56331
H 4.86840 4.36306 1.09065
H 4.53372 5.12484 -0.48554
H 4.31721 6.05751 1.01647
H 0.84013 5.39751 0.73335
H 2.07809 6.41082 1.52776
H 1.97968 6.35159 -0.24100
H 4.32783 2.68487 -0.28395
H 3.66414 0.32893 -0.43662
H -2.03458 -2.61082 1.30585
H -4.37316 -3.16100 1.59633
O -1.09761 1.52694 -1.04027
C -1.54915 2.48282 -1.75200
C -2.27344 2.33888 -3.00475
N -2.40973 1.07681 -3.65720
O -3.31323 1.05000 -4.54135
O -1.69211 0.08477 -3.38614
C -3.01236 3.41354 -3.47056
C -3.04261 4.60295 -2.78526
C -2.16062 4.79699 -1.72325
C -1.32403 3.81296 -1.28960
H -3.60164 3.23634 -4.35218
H -3.70836 5.40460 -3.07925
H -2.10923 5.72798 -1.20364
H -0.55647 3.92966 -0.52107
```

Its molecular weight is 536.68 g/mol. The maximum force comes out at 3.162 eV/A. The calculation puts the energy above the lowest of the compared OMol25 structures with the same formula, charge and spin at 0.996 eV. Its LUMO energy is -1.209 eV. The calculation puts the frontier orbital gap at 5.4718 eV. As for the HOMO energy: -6.681 eV. For the calculated total energy, the calculation gives -46901.15522 eV. Its spin multiplicity is 1.